[1]
3 unconnected molecules or ions with the total composition C3H11O4 at a distorted geometry. Source: the Open Molecules 2025 dataset; level of theory: ωB97M-V/def2-TZVPD.

Summary:
- Spin multiplicity: 1
- Highest occupied orbital energy: -0.1786 Ha
- Charge: -1
- LUMO: 4.163 eV
- DFT total energy: -421.89469 Eh
- Energy relative to the best compared isomer or geometry (same formula, charge and spin): 10.2 kcal/mol
- HOMO-LUMO gap: 9.023 eV

CARTESIAN COORDINATES (ANGSTROEM)
1 C 0.751 -0.782 -0.545
2 C -0.344 -1.417 0.298
3 O 0.047 -1.719 1.616
4 C 0.275 -0.372 -1.919
5 O -0.929 0.431 -1.795
6 H 1.039 0.142 -0.026
7 H 1.684 -1.355 -0.555
8 H -0.685 -2.333 -0.198
9 H -1.187 -0.734 0.361
10 H 0.030 -0.830 2.048
11 H -0.036 -1.205 -2.558
12 H 0.924 0.265 -2.529
13 H -0.766 1.084 -1.077
14 H -0.480 3.029 0.107
15 O -0.216 2.123 0.245
16 H 0.525 1.242 2.727
17 H -0.318 1.499 1.435
18 O -0.314 0.931 2.367

[2]
7 unconnected molecules or ions with the total composition C77H168N7 at a distorted geometry. Source: the Open Molecules 2025 dataset; level of theory: ωB97M-V/def2-TZVPD.

Summary:
- Spin multiplicity: 1
- Highest occupied orbital energy: -0.7670 Ha
- Charge: +7
- LUMO: -12.077 eV
- DFT total energy: -3415.21559 Eh
- HOMO-LUMO gap: 8.795 eV

CARTESIAN COORDINATES (ANGSTROEM)
1 C 11.994 -27.626 24.500
2 C 12.360 -28.374 23.218
3 C 11.508 -29.560 22.821
4 C 10.075 -29.320 22.857
5 N 9.225 -30.298 22.007
6 C 7.762 -29.993 22.102
7 C 7.060 -30.727 20.942
8 C 8.150 -30.893 19.904
9 C 9.476 -30.346 20.502
10 C 9.444 -31.694 22.496
11 C 9.293 -31.771 23.959
12 C 8.986 -33.234 24.336
13 H 10.995 -27.200 24.527
14 H 12.694 -26.782 24.593
15 H 12.102 -28.275 25.370
16 H 13.373 -28.630 23.462
17 H 12.349 -27.596 22.387
18 H 11.755 -30.369 23.488
19 H 11.820 -29.907 21.867
20 H 9.768 -28.349 22.478
21 H 9.591 -29.295 23.819
22 H 7.432 -30.259 23.077
23 H 7.717 -28.911 21.927
24 H 6.663 -31.697 21.314
25 H 6.241 -30.155 20.501
26 H 8.271 -31.915 19.534
27 H 7.948 -30.345 19.002
28 H 10.321 -30.923 20.220
29 H 9.664 -29.373 20.083
30 H 10.414 -31.992 22.126
31 H 8.768 -32.379 21.957
32 H 8.461 -31.171 24.349
33 H 10.191 -31.545 24.510
34 H 8.049 -33.525 23.904
35 H 8.967 -33.404 25.404
36 H 9.757 -33.918 23.959
37 C 6.393 -21.232 20.371
38 C 6.097 -22.654 20.814
39 C 4.824 -22.754 21.667
40 C 4.430 -24.120 22.212
41 N 3.499 -25.004 21.285
42 C 3.692 -24.799 19.837
43 C 2.461 -25.406 19.181
44 C 1.335 -25.146 20.194
45 C 2.048 -24.730 21.508
46 C 3.791 -26.452 21.527
47 C 3.476 -26.972 22.919
48 C 3.387 -28.522 22.878
49 H 6.491 -20.510 21.199
50 H 5.566 -20.835 19.769
51 H 7.375 -21.154 19.848
52 H 6.920 -23.010 21.427
53 H 5.991 -23.314 19.907
54 H 3.944 -22.318 21.203
55 H 4.995 -22.205 22.613
56 H 3.747 -24.144 23.079
57 H 5.306 -24.740 22.388
58 H 4.644 -25.144 19.445
59 H 3.618 -23.725 19.688
60 H 2.468 -26.463 18.955
61 H 2.239 -24.918 18.235
62 H 0.573 -25.909 20.354
63 H 0.844 -24.283 19.790
64 H 1.665 -25.214 22.414
65 H 1.980 -23.664 21.743
66 H 4.830 -26.668 21.255
67 H 3.143 -26.952 20.800
68 H 2.580 -26.649 23.441
69 H 4.287 -26.727 23.601
70 H 3.123 -28.942 23.853
71 H 4.389 -28.891 22.640
72 H 2.768 -28.854 22.016
73 C -3.833 -37.004 16.044
74 C -3.463 -35.510 16.338
75 C -2.964 -34.640 15.134
76 C -4.098 -34.288 14.185
77 N -3.648 -33.565 12.950
78 C -4.901 -33.118 12.138
79 C -4.931 -31.590 12.184
80 C -3.518 -31.223 12.374
81 C -3.017 -32.258 13.350
82 C -2.839 -34.398 12.023
83 C -3.394 -35.766 11.694
84 C -2.442 -36.469 10.824
85 H -4.273 -37.439 16.964
86 H -3.037 -37.669 15.733
87 H -4.718 -37.018 15.365
88 H -2.645 -35.510 17.078
89 H -4.279 -34.964 16.814
90 H -2.148 -35.102 14.560
91 H -2.616 -33.718 15.590
92 H -4.844 -33.646 14.589
93 H -4.551 -35.192 13.822
94 H -4.712 -33.364 11.090
95 H -5.786 -33.626 12.543
96 H -5.376 -31.146 11.275
97 H -5.430 -31.208 13.093
98 H -2.911 -31.265 11.481
99 H -3.423 -30.241 12.873
100 H -1.943 -32.417 13.382
101 H -3.358 -32.126 14.372
102 H -1.855 -34.497 12.499
103 H -2.657 -33.757 11.186
104 H -4.375 -35.673 11.149
105 H -3.586 -36.337 12.587
106 H -1.508 -36.732 11.403
107 H -2.097 -35.843 10.028
108 H -2.845 -37.409 10.464
109 C 4.497 -39.866 14.441
110 C 4.562 -38.416 14.816
111 C 4.774 -37.440 13.709
112 C 6.111 -37.528 12.989
113 N 6.437 -36.284 12.218
114 C 5.427 -36.141 11.082
115 C 6.252 -35.718 9.845
116 C 7.685 -35.426 10.260
117 C 7.815 -36.335 11.492
118 C 6.371 -35.022 13.048
119 C 7.196 -35.110 14.331
120 C 6.907 -33.861 15.204
121 H 5.320 -40.166 13.775
122 H 3.573 -40.049 13.877
123 H 4.476 -40.484 15.361
124 H 5.304 -38.209 15.606
125 H 3.560 -38.156 15.171
126 H 4.647 -36.470 14.197
127 H 3.898 -37.504 13.076
128 H 6.198 -38.374 12.301
129 H 6.919 -37.667 13.684
130 H 4.673 -35.361 11.264
131 H 4.953 -37.119 10.991
132 H 5.846 -34.859 9.358
133 H 6.356 -36.457 9.020
134 H 7.810 -34.377 10.566
135 H 8.429 -35.616 9.490
136 H 8.554 -36.000 12.241
137 H 7.901 -37.384 11.241
138 H 5.340 -34.928 13.389
139 H 6.586 -34.141 12.432
140 H 8.259 -35.080 14.135
141 H 7.004 -36.003 14.943
142 H 7.535 -33.960 16.080
143 H 5.847 -33.784 15.523
144 H 7.301 -33.065 14.588
145 C 5.287 -29.529 16.179
146 C 3.901 -30.133 16.230
147 C 3.801 -31.151 17.347
148 C 2.427 -31.814 17.457
149 N 2.246 -33.046 18.337
150 C 0.775 -33.400 18.452
151 C 0.505 -34.731 17.824
152 C 1.694 -34.869 16.938
153 C 2.867 -34.208 17.699
154 C 2.899 -32.826 19.601
155 C 2.548 -33.801 20.787
156 C 3.459 -33.407 21.883
157 H 5.460 -28.759 15.434
158 H 6.021 -30.294 15.923
159 H 5.638 -29.221 17.163
160 H 3.710 -30.631 15.261
161 H 3.131 -29.339 16.267
162 H 4.036 -30.697 18.326
163 H 4.578 -31.885 17.164
164 H 2.016 -32.119 16.505
165 H 1.692 -31.112 17.870
166 H 0.369 -33.273 19.449
167 H 0.250 -32.622 17.962
168 H 0.439 -35.536 18.521
169 H -0.410 -34.749 17.263
170 H 1.933 -35.919 16.720
171 H 1.548 -34.346 15.984
172 H 3.288 -34.881 18.447
173 H 3.670 -33.907 17.055
174 H 2.637 -31.851 19.960
175 H 3.952 -32.860 19.377
176 H 2.721 -34.854 20.518
177 H 1.540 -33.668 21.090
178 H 3.265 -32.398 22.225
179 H 4.544 -33.336 21.551
180 H 3.447 -34.196 22.705
181 C 0.254 -28.187 15.440
182 C -0.864 -29.207 15.296
183 C -1.991 -29.083 16.352
184 C -2.894 -27.942 15.892
185 N -3.768 -27.312 16.909
186 C -4.726 -26.326 16.209
187 C -3.902 -25.078 15.936
188 C -2.911 -25.016 17.096
189 C -3.008 -26.363 17.882
190 C -4.581 -28.317 17.674
191 C -5.464 -29.269 16.768
192 C -5.410 -30.709 17.304
193 H -0.065 -27.153 15.506
194 H 1.009 -28.251 14.641
195 H 0.811 -28.390 16.371
196 H -0.356 -30.161 15.455
197 H -1.313 -29.159 14.293
198 H -1.554 -28.947 17.376
199 H -2.579 -30.021 16.420
200 H -3.629 -28.187 15.122
201 H -2.290 -27.120 15.481
202 H -5.428 -26.167 17.032
203 H -5.259 -26.782 15.394
204 H -4.510 -24.179 16.028
205 H -3.334 -25.050 15.008
206 H -3.067 -24.197 17.808
207 H -1.934 -24.821 16.626
208 H -3.669 -26.159 18.743
209 H -2.092 -26.860 18.130
210 H -5.151 -27.742 18.404
211 H -3.857 -28.946 18.229
212 H -5.035 -29.144 15.781
213 H -6.488 -28.962 16.756
214 H -4.356 -31.061 17.179
215 H -6.103 -31.401 16.850
216 H -5.733 -30.677 18.351
217 C 7.025 -25.424 6.418
218 C 7.729 -26.687 5.867
219 C 7.460 -27.912 6.690
220 C 8.237 -27.768 8.021
221 N 7.859 -28.829 9.106
222 C 8.527 -28.462 10.417
223 C 7.834 -29.338 11.474
224 C 6.417 -29.465 10.925
225 C 6.395 -28.864 9.461
226 C 8.288 -30.241 8.577
227 C 9.798 -30.274 8.219
228 C 10.274 -31.651 7.875
229 H 5.998 -25.346 6.018
230 H 7.537 -24.481 6.209
231 H 6.927 -25.490 7.507
232 H 8.771 -26.456 5.728
233 H 7.351 -26.879 4.859
234 H 7.691 -28.849 6.184
235 H 6.381 -27.906 6.883
236 H 8.137 -26.824 8.504
237 H 9.314 -27.923 7.991
238 H 9.580 -28.613 10.362
239 H 8.221 -27.433 10.592
240 H 8.268 -30.335 11.629
241 H 7.875 -28.814 12.440
242 H 6.087 -30.502 10.836
243 H 5.826 -28.891 11.607
244 H 5.895 -29.532 8.774
245 H 5.995 -27.884 9.369
246 H 7.617 -30.454 7.776
247 H 7.876 -31.053 9.147
248 H 10.397 -29.851 9.044
249 H 10.056 -29.504 7.492
250 H 9.903 -32.357 8.635
251 H 11.364 -31.672 7.915
252 H 9.968 -32.009 6.847

[3]
5 unconnected molecules or ions with the total composition C17H38NO12S. Source: the Open Molecules 2025 dataset; level of theory: ωB97M-V/def2-TZVPD.

Summary:
- Spin multiplicity: 1
- Highest occupied orbital energy: -0.4575 Ha
- Charge: +1
- LUMO: -4.365 eV
- DFT total energy: -2026.14534 Eh
- HOMO-LUMO gap: 8.085 eV

CARTESIAN COORDINATES (ANGSTROEM)
1 C -0.791 -2.003 -0.209
2 N -2.112 -1.316 -0.395
3 S -3.237 -2.118 -1.549
4 H -0.973 -2.993 0.211
5 H -0.198 -1.394 0.476
6 H -0.316 -2.087 -1.187
7 H -2.573 -1.238 0.517
8 H -1.967 -0.370 -0.755
9 H -3.964 -2.674 -0.577
10 C 0.032 -2.093 5.671
11 C 0.618 -2.057 4.282
12 O 0.333 -3.273 3.541
13 C -0.860 -3.354 3.000
14 O -1.707 -2.485 2.956
15 O -0.979 -4.544 2.392
16 C -2.294 -4.827 1.917
17 H 0.384 -2.971 6.211
18 H 0.346 -1.201 6.212
19 H -1.057 -2.111 5.638
20 H 1.703 -2.018 4.307
21 H 0.250 -1.203 3.715
22 H -2.674 -3.937 1.414
23 H -2.975 -5.113 2.716
24 H -2.187 -5.651 1.217
25 C 3.106 4.267 6.203
26 C 3.594 2.892 5.817
27 O 2.525 2.077 5.273
28 C 2.203 2.330 4.019
29 O 2.719 3.119 3.270
30 O 1.181 1.534 3.665
31 C 0.716 1.757 2.331
32 H 2.271 4.195 6.899
33 H 3.914 4.814 6.690
34 H 2.790 4.830 5.326
35 H 3.932 2.328 6.683
36 H 4.402 2.938 5.088
37 H 1.536 1.700 1.617
38 H 0.239 2.732 2.248
39 H -0.012 0.968 2.155
40 C 2.598 5.604 1.262
41 C 3.277 4.610 0.353
42 O 2.357 4.061 -0.623
43 C 2.106 4.844 -1.668
44 O 2.594 5.920 -1.890
45 O 1.214 4.226 -2.452
46 C 0.847 4.977 -3.618
47 H 1.732 5.134 1.729
48 H 3.284 5.904 2.054
49 H 2.278 6.495 0.724
50 H 3.608 3.742 0.917
51 H 4.128 5.046 -0.168
52 H 1.732 5.271 -4.178
53 H 0.290 5.869 -3.336
54 H 0.225 4.309 -4.206
55 C -4.045 -3.488 -5.009
56 C -2.629 -3.011 -5.247
57 O -1.913 -3.871 -6.138
58 C -2.206 -3.698 -7.438
59 O -2.971 -2.876 -7.870
60 O -1.505 -4.572 -8.139
61 C -1.728 -4.524 -9.559
62 H -4.045 -4.523 -4.665
63 H -4.539 -2.867 -4.257
64 H -4.632 -3.427 -5.923
65 H -2.044 -3.045 -4.327
66 H -2.615 -1.991 -5.633
67 H -1.576 -3.514 -9.931
68 H -2.740 -4.850 -9.790
69 H -1.000 -5.208 -9.981

[4]
C3H7NO2 in the gas phase. Source: the Open Molecules 2025 dataset; level of theory: ωB97M-V/def2-TZVPD.

Summary:
- Spin multiplicity: 1
- Highest occupied orbital energy: -0.3295 Ha
- LUMO: 0.988 eV
- DFT total energy: -323.68270 Eh
- Energy relative to the best compared isomer or geometry (same formula, charge and spin): 61.7 kcal/mol
- HOMO-LUMO gap: 9.954 eV

CARTESIAN COORDINATES (ANGSTROEM)
1 N -1.243 0.781 -2.116
2 C -1.254 0.148 -0.944
3 O -0.056 -0.454 -0.827
4 C 0.138 -1.126 0.425
5 C 0.327 -0.102 1.529
6 O 1.393 0.777 1.240
7 H -2.055 1.306 -2.395
8 H -0.454 0.745 -2.757
9 H 1.043 -1.725 0.291
10 H -0.715 -1.780 0.631
11 H -0.619 0.444 1.663
12 H 0.574 -0.605 2.468
13 H 1.185 1.181 0.387

[5]
2 unconnected molecules or ions with the total composition C3H5N at a distorted geometry. Source: the Open Molecules 2025 dataset; level of theory: ωB97M-V/def2-TZVPD.

Summary:
- Spin multiplicity: 1
- Highest occupied orbital energy: -0.3930 Ha
- LUMO: 0.971 eV
- DFT total energy: -171.98006 Eh
- Energy relative to the best compared isomer or geometry (same formula, charge and spin): 47.1 kcal/mol
- HOMO-LUMO gap: 11.667 eV

CARTESIAN COORDINATES (ANGSTROEM)
1 C -0.610 -2.047 0.255
2 N -0.091 -2.991 0.601
3 H -1.122 -1.087 0.046
4 C 0.712 0.559 -0.427
5 C -0.025 1.489 0.151
6 H 0.814 -0.452 -0.151
7 H 1.268 0.827 -1.411
8 H -0.443 2.488 -0.183
9 H -0.503 1.214 1.118

[6]
A molecular structure, C13H27N5PdS at a distorted geometry. Source: the Open Molecules 2025 dataset; level of theory: ωB97M-V/def2-TZVPD.

Summary:
- Spin multiplicity: 3
- Highest occupied orbital energy (spin up / spin down): -0.5431 / -0.5434 Ha
- Charge: +2
- LUMO (spin up / spin down): -5.729 / -8.751 eV
- Expectation value of S²: 2.008
- DFT total energy: -1310.86389 Eh
- HOMO-LUMO gap (spin up / spin down): 9.050 / 6.037 eV

CARTESIAN COORDINATES (ANGSTROEM)
1 Pd 0.196 -0.117 0.066
2 C -1.894 1.740 1.553
3 C -0.788 2.734 1.166
4 N 0.046 2.184 0.085
5 C 1.434 2.660 0.093
6 C 2.193 2.182 1.335
7 S 1.863 0.436 1.813
8 C 0.643 0.612 3.182
9 C -0.728 -0.024 2.937
10 N -1.394 0.363 1.688
11 H -2.655 1.730 0.769
12 H -2.364 2.075 2.483
13 H -0.156 2.940 2.026
14 H -1.254 3.683 0.879
15 H -0.384 2.410 -0.815
16 H 1.486 3.758 0.070
17 H 1.925 2.281 -0.814
18 H 1.992 2.797 2.210
19 H 3.263 2.234 1.139
20 H 0.561 1.669 3.421
21 H 1.100 0.112 4.036
22 H -1.352 0.224 3.809
23 H -0.608 -1.115 2.912
24 H -2.173 -0.280 1.541
25 C 3.568 -4.147 -0.225
26 C 3.531 -2.808 -0.949
27 N 2.216 -2.227 -0.771
28 C 1.092 -2.942 -0.534
29 N -0.016 -2.235 -0.344
30 C -1.254 -2.922 -0.036
31 C -1.275 -4.290 -0.716
32 C -0.052 -5.066 -0.250
33 N 1.145 -4.277 -0.479
34 C 2.389 -4.995 -0.679
35 H 3.509 -3.987 0.853
36 H 4.500 -4.665 -0.445
37 H 3.754 -2.943 -2.012
38 H 4.272 -2.128 -0.525
39 H 2.077 -1.244 -1.028
40 H -2.093 -2.313 -0.390
41 H -1.345 -3.056 1.054
42 H -1.231 -4.156 -1.799
43 H -2.186 -4.833 -0.468
44 H 0.041 -6.000 -0.806
45 H -0.134 -5.306 0.818
46 H 2.493 -5.261 -1.736
47 H 2.342 -5.919 -0.100

[7]
C11H12N4O2S in the gas phase at a distorted geometry. Source: the Open Molecules 2025 dataset; level of theory: ωB97M-V/def2-TZVPD.

Summary:
- Spin multiplicity: 1
- Highest occupied orbital energy: -0.3077 Ha
- LUMO: -0.085 eV
- DFT total energy: -1194.02447 Eh
- Energy relative to the best compared isomer or geometry (same formula, charge and spin): 22.5 kcal/mol
- HOMO-LUMO gap: 8.288 eV

CARTESIAN COORDINATES (ANGSTROEM)
1 C -1.859 -1.586 -0.735
2 C -3.105 -0.950 -0.229
3 C -4.356 -1.598 -0.162
4 C -5.348 -0.810 0.333
5 S -4.793 0.758 0.737
6 C -3.177 0.351 0.230
7 C -2.157 1.340 0.323
8 N -0.944 1.107 -0.010
9 N -0.043 2.098 0.104
10 C 1.271 1.986 -0.258
11 O 2.021 2.923 -0.119
12 C 1.665 0.633 -0.829
13 C 2.916 0.131 -0.196
14 C 4.114 -0.182 -0.745
15 C 4.992 -0.651 0.309
16 O 6.151 -1.005 0.306
17 N 4.183 -0.654 1.445
18 N 2.971 -0.036 1.165
19 H -2.065 -2.587 -1.104
20 H -1.119 -1.645 0.063
21 H -1.431 -0.985 -1.534
22 H -4.511 -2.616 -0.473
23 H -6.380 -1.059 0.485
24 H -2.468 2.323 0.697
25 H -0.337 3.011 0.460
26 H 0.838 -0.063 -0.679
27 H 1.839 0.757 -1.899
28 H 4.409 -0.077 -1.768
29 H 4.557 -0.588 2.380
30 H 2.165 -0.324 1.704